# C22H24N3O11V

C22H24N3O11V as an isolated structure in a non-equilibrium geometry (ωB97M-V/def2-TZVPD, the OMol25 dataset).

Results
**E**: -2787.9692 Eh
**Net charge**: -2
**E_LUMO**: 2.45 eV
**Kohn-Sham gap**: 2.73 eV
**E_HOMO**: -0.01000 hartree

XYZ file:
```
61
Properties=species:S:1:pos:R:3:forces:R:3
O 0.896755 -0.707212 1.094862 0.4 -0.8 -1.2
V 0.003578 0.167247 2.027305 -1.0 1.2 2.6
O -1.444433 -0.483830 2.347443 1.0 0.4 -0.7
O 0.263358 3.940492 2.449854 -1.3 1.0 0.5
C -0.835872 4.809103 2.550453 1.3 -3.5 -0.7
C -0.753866 6.151059 3.374644 1.7 2.5 3.1
O -0.175725 6.371495 4.649119 -0.8 -1.4 -2.6
H -1.684623 4.248394 2.942023 -0.3 -0.1 0.7
H -1.111290 5.001776 1.513569 -0.3 1.1 -0.2
H -1.747808 6.582940 3.491474 -1.0 -0.6 -0.7
H -0.268287 6.789072 2.636229 0.6 0.3 -0.4
C 2.549110 -1.719982 7.243500 0.4 1.6 0.5
C 2.649829 -1.457280 5.716059 -1.1 1.1 -0.6
O 2.202168 -0.226836 5.163074 0.3 -2.1 1.1
H 2.829801 -2.722893 7.565202 -0.1 -0.4 -0.3
H 1.569197 -1.467504 7.648612 -0.4 -0.2 -0.3
H 3.204751 -1.056301 7.807207 0.3 0.3 0.1
H 2.111960 -2.350809 5.399179 -0.8 -0.4 -1.0
H 3.662702 -1.704773 5.398364 0.8 0.1 0.1
C -1.577629 -5.486149 0.872022 -2.3 -1.0 1.1
C -2.743869 -5.611337 0.114274 0.6 0.9 -1.8
C -2.745336 -5.142106 -1.223580 -0.5 -0.8 1.3
C -1.589911 -4.578656 -1.779832 -1.8 -0.5 1.4
C -0.513933 -4.435969 -0.954631 1.7 0.3 0.0
C -0.472390 -4.924203 0.363739 1.2 0.8 -1.7
N -1.677595 -4.082287 -3.159099 2.2 0.4 2.1
O -0.769295 -3.365830 -3.532077 -0.2 0.0 -0.5
O -2.623334 -4.437676 -3.776455 -1.7 -0.3 -1.8
H -1.669551 -5.828711 1.892117 0.5 0.0 0.2
H -3.639612 -6.046813 0.531887 0.0 0.1 0.0
H -3.686793 -5.221858 -1.746735 0.2 0.1 -0.4
H 0.371269 -3.946927 -1.333652 0.1 0.1 -0.1
H 0.468217 -4.859157 0.890462 -0.1 0.2 0.2
C -6.444819 -1.137178 -3.342204 -1.2 -1.1 0.8
C -5.663900 -0.767785 -4.393169 1.0 0.4 0.2
C -4.458559 -0.126706 -4.130856 0.7 1.1 -1.1
C -4.056331 0.224700 -2.859527 -3.6 -1.9 2.2
C -4.932924 -0.172818 -1.780238 -0.5 0.0 -0.2
C -6.153056 -0.865328 -2.000477 2.1 0.9 -1.5
N -2.913451 0.994244 -2.538879 4.4 1.3 1.3
O -2.297662 0.869155 -1.447229 -2.4 -0.4 -2.0
O -2.460528 1.747377 -3.405484 -1.1 -0.6 0.0
H -7.295789 -1.755866 -3.586082 -0.4 0.1 0.1
H -5.977296 -0.972165 -5.406289 0.2 -0.1 0.0
H -3.865095 0.206411 -4.969444 0.2 0.0 0.0
H -4.750184 0.096431 -0.750426 0.6 0.1 0.0
H -6.819829 -1.166553 -1.206077 0.2 0.1 0.1
C 4.846274 3.235195 -3.611137 1.5 1.3 -0.1
C 4.175457 2.338254 -2.808037 0.0 -0.2 -1.2
C 4.640253 2.026991 -1.564504 2.1 0.7 2.0
C 5.780612 2.732643 -1.059272 -0.6 0.1 -3.2
C 6.461685 3.672422 -1.905396 -0.3 -0.4 1.4
C 6.013870 3.940570 -3.180859 -2.3 -1.3 0.1
N 6.299705 2.448895 0.246660 1.6 0.8 2.6
O 7.492876 2.618497 0.523946 0.2 0.1 -1.9
O 5.558073 2.173784 1.148924 -1.9 -0.8 -0.3
H 4.544967 3.461203 -4.623336 -0.5 -0.2 0.0
H 3.338600 1.796371 -3.223278 -0.2 0.0 0.1
H 4.220071 1.225636 -0.974872 -0.2 0.2 0.2
H 7.284757 4.239536 -1.496340 0.2 -0.2 0.1
H 6.380681 4.719611 -3.832734 0.5 -0.1 0.2
```
Positions in Å, forces in eV/Å.